Here is a cluster of 2 separate species, C4H9O3 in total from OMol25. Energies are from wB97M-V/def2-TZVPD.

Geometry (Å):
O  0.819  0.032  2.189
C  0.845  -0.548  1.051
C  1.445  0.316  -0.111
C  0.716  -0.107  -1.383
C  -0.690  -0.419  -0.879
O  -0.610  -0.756  0.505
H  1.235  -1.587  0.917
H  2.530  0.169  -0.165
H  1.189  1.328  0.197
H  0.626  0.702  -2.111
H  1.250  -0.918  -1.895
H  -1.217  0.539  -0.868
H  -1.278  -1.153  -1.431
H  -2.113  1.330  1.841
H  -2.083  0.147  0.988
O  -2.665  0.925  1.155

Output
Charge: -1
HOMO level in Eh: -0.115
Energy in eV: -10436.5569
Energy above the lowest of the compared OMol25 structures with the same formula, charge and spin in kcal/mol: 44.0
Kohn-Sham gap in eV: 7.3
LUMO level in eV: 4.195